Formula: C42H49BrN7Os
Source: the Open Molecules 2025 dataset
Level of theory: the ωB97M-V functional and the def2-TZVPD basis

ORCA input file:
```
! wB97M-V def2-TZVPD RIJCOSX def2/J DEFGRID3
* xyz 3 5
Os 0.25 0.41 0.53
C -0.06 1.71 -3.88
C 0.34 2.18 -2.48
C 1.60 3.03 -2.54
C -0.86 2.86 -1.84
C -1.13 4.18 -2.17
C -2.29 4.79 -1.73
C -3.19 4.08 -0.96
C -2.97 2.75 -0.57
C -4.11 2.19 0.30
C -4.23 0.70 0.58
C -4.20 2.95 1.63
C -1.77 2.17 -1.03
N -1.42 0.79 -0.69
C -2.10 -0.15 -1.24
C -1.95 -1.58 -1.05
C -3.00 -2.35 -1.54
C -2.96 -3.74 -1.53
C -1.81 -4.38 -1.08
C -0.73 -3.65 -0.63
C -0.77 -2.23 -0.58
N 0.32 -1.54 -0.14
C 1.60 -2.22 -0.14
C 2.21 -2.57 -1.37
C 3.50 -3.10 -1.29
C 4.14 -3.33 -0.10
C 3.49 -3.04 1.09
C 2.22 -2.48 1.10
C 1.51 -2.32 2.43
C 2.45 -2.27 3.64
C 0.51 -3.48 2.64
C 1.72 -2.45 -2.81
C 0.57 -1.51 -3.17
C 1.44 -3.84 -3.39
H 0.77 1.22 -4.39
H -0.35 2.58 -4.48
H -0.92 1.03 -3.86
H 0.58 1.28 -1.89
H 1.47 3.90 -3.18
H 2.42 2.44 -2.98
H 1.93 3.38 -1.56
H -0.45 4.72 -2.81
H -2.52 5.81 -2.02
H -4.11 4.55 -0.66
H -5.01 2.46 -0.27
H -3.37 0.30 1.13
H -4.39 0.11 -0.32
H -5.11 0.54 1.21
H -3.40 2.65 2.30
H -5.15 2.73 2.12
H -4.14 4.03 1.50
H -2.89 0.15 -1.91
H -3.87 -1.85 -1.94
H -3.80 -4.31 -1.90
H -1.75 -5.46 -1.08
H 0.16 -4.16 -0.28
H 4.01 -3.35 -2.22
H 5.14 -3.75 -0.08
H 3.98 -3.26 2.03
H 0.94 -1.38 2.42
H 2.86 -3.26 3.86
H 1.90 -1.96 4.52
H 3.28 -1.58 3.49
H 1.04 -4.43 2.60
H -0.27 -3.50 1.89
H 0.05 -3.40 3.63
H 2.59 -2.06 -3.35
H -0.40 -1.99 -3.05
H 0.65 -1.26 -4.23
H 0.57 -0.58 -2.61
H 0.56 -4.29 -2.92
H 2.28 -4.52 -3.26
H 1.24 -3.76 -4.46
N -0.85 3.65 2.91
C -0.14 4.43 2.03
C 0.35 3.59 1.08
N -0.06 2.31 1.37
C -0.79 2.38 2.49
C -1.36 1.15 3.00
N -1.12 0.04 2.33
C -1.77 -0.98 2.99
C -2.40 -0.45 4.08
N -2.13 0.90 4.07
H -1.36 3.99 3.71
H -0.04 5.49 2.17
H 0.95 3.83 0.22
H -1.75 -2.00 2.65
H -3.01 -0.90 4.84
H -2.46 1.56 4.75
Br 2.14 1.18 3.46
C 3.05 0.93 1.84
C 4.43 1.05 1.85
C 5.13 0.87 0.67
C 4.42 0.59 -0.49
C 3.05 0.49 -0.43
N 2.36 0.65 0.73
H 4.94 1.28 2.78
H 6.20 0.96 0.66
H 4.92 0.45 -1.44
H 2.47 0.26 -1.31
*
```

The HOMO energy (spin up / spin down) is -16.206 / -16.249 eV. The energy is -127266.150 eV. For the frontier orbital gap (spin up / spin down), the calculation gives 8.01 / 5.60 eV. The calculation puts the LUMO energy (spin up / spin down) at -8.20 / -10.65 eV.